Entry from the OMol25 dataset: one molecule with the formula C8H12 (ωB97M-V/def2-TZVPD).

Output
multiplicity: 1
calculated total energy: -8486.563 eV
SMILES: C=C1C[C@@H]1/C(C)=C\C
frontier orbital gap: 10.008 eV
relative energy (zero: lowest compared OMol25 entry of this formula, charge and spin): 3.020 eV

Last column: natural (NBO) charge in e.
Cartesian coordinates (Å):
C -2.8150 1.3788 -1.2774  -0.43
C -1.8743 0.5015 -0.8487  0.05
C -1.6615 -0.7764 -0.2007  -0.46
C -0.4611 -0.0203 -0.5227  -0.28
C 0.8294 0.3672 0.2658  0.02
C 0.7979 1.8122 0.6023  -0.62
C 1.7458 -0.4917 0.7147  -0.18
C 1.7034 -2.0154 0.5038  -0.63
H -3.8581 1.2421 -1.1449  0.20
H -2.4774 2.3028 -1.7954  0.20
H -1.8254 -1.7082 -0.6794  0.21
H -2.1821 -0.8943 0.7693  0.22
H -0.1481 -0.3520 -1.4290  0.22
H 1.7678 1.9187 1.0571  0.20
H 0.0485 2.0239 1.3196  0.22
H 0.6738 2.4358 -0.2167  0.21
H 2.6910 -0.0676 1.2368  0.20
H 1.6484 -2.4053 1.4073  0.21
H 2.6970 -2.3730 0.1177  0.21
H 0.9344 -2.2683 -0.1896  0.21